No. 1
The following is a quantum chemistry calculation of a 2-piece molecular cluster, CH2NOS overall, from OMol25.

Structure (XYZ):
```
6
Properties=species:S:1:pos:R:3:mulliken_charge:R:1
S -0.0111 1.1986 0.5557 -0.817
O -1.6286 -2.3463 0.4470 -0.486
N 0.6044 -1.5409 0.3162 -0.512
C -0.5857 -1.8221 0.3727 0.522
H 0.7509 2.2993 0.6865 -0.020
H 0.7172 -0.4876 0.6230 0.314
```

Orbital gap = 0.2736 Ha
LUMO = 4.12 eV
ΔE to the lowest compared entry with this formula, charge and spin = 17.8 kcal per mole
Total charge = -1
Strongest force on any atom = 0.0519 Eh/bohr



No. 2
The following is a quantum chemistry calculation of a 2-piece molecular cluster, C6H12O6S2 overall, from OMol25.

Structure (XYZ):
```
26
Properties=species:S:1:pos:R:3:mulliken_charge:R:1
S 1.2024 -3.8870 -1.6194 -0.190
S 1.0446 -1.8381 -3.9913 -0.245
O -0.6157 2.6606 -0.1143 -0.630
O -1.3834 0.2817 2.4655 -0.612
O -0.6678 -2.0849 -2.0321 -0.436
O -1.1159 4.1127 2.0823 -0.483
O 1.7265 1.2817 -0.5011 -0.604
O -0.2615 -1.4741 1.0339 -0.669
C -1.3979 2.9646 2.1983 -0.006
C -0.0660 -0.2098 0.4870 0.328
C 0.6762 -2.2691 -2.2840 0.268
C -1.2532 2.0409 0.9751 -0.320
C 1.3884 0.0686 0.0751 -0.728
C -0.4603 0.8571 1.6048 -0.059
H 0.2544 1.2304 2.2826 0.483
H -0.1848 3.3640 0.3781 0.378
H -0.6619 -0.0692 -0.5426 0.293
H -1.2151 -2.0400 -2.8401 0.273
H 2.0978 -1.0612 -3.7430 0.137
H 2.0447 -0.6200 0.5574 0.478
H -1.8502 2.6074 3.1007 0.455
H -2.0925 1.6688 0.4966 0.496
H -1.4461 -0.6724 2.2093 0.354
H -0.8076 -1.9145 0.4102 0.415
H 2.5498 -3.5057 -1.4111 0.152
H 0.9067 1.9177 -0.8003 0.472
```

Orbital gap (spin up / spin down) = 0.3108 / 0.2349 Ha
LUMO (spin up / spin down) = 0.24 / -0.54 eV
ΔE to the lowest compared entry with this formula, charge and spin = 40.1 kcal per mole
Total charge = 0
Strongest force on any atom = 0.0722 Eh/bohr



No. 3
The following is a quantum chemistry calculation of one molecule with the formula C6H16ClO2PS, from OMol25.

Structure (XYZ):
```
27
Properties=species:S:1:pos:R:3:mulliken_charge:R:1
Cl -4.0682 -2.9315 0.8721 -0.239
S -3.0069 -1.7150 -0.3652 1.004
P 1.4542 0.3690 -0.3535 0.269
O -3.8621 -1.3866 -1.4579 -0.525
O -1.7413 -2.3315 -0.5846 -0.492
C -0.9903 1.5614 0.4907 -0.611
C 0.2175 1.8113 -0.4225 -1.308
C -2.1506 0.8326 -0.2186 -0.742
C 3.9818 -0.6557 0.4266 -1.002
C -2.7900 -0.2768 0.6515 -0.698
C 2.6697 -1.0672 -0.2582 -0.635
H 2.4161 1.1340 -1.0819 0.013
H 1.4965 0.4889 1.0713 -0.053
H 2.1810 -1.8821 0.2787 0.348
H -1.7884 0.4055 -1.1507 0.453
H -0.1112 1.8911 -1.4634 0.456
H 4.1786 -1.2619 1.3071 0.286
H 0.4955 -0.4703 -1.0064 -0.047
H 4.8258 -0.7768 -0.2487 0.290
H -2.9342 1.5416 -0.4686 0.346
H 3.9576 0.3944 0.7334 0.325
H -3.7934 -0.0093 0.9743 0.461
H 0.7136 2.7513 -0.1724 0.511
H -1.3537 2.5242 0.8496 0.384
H -2.1767 -0.5402 1.5071 0.447
H 2.8480 -1.4009 -1.2824 0.396
H -0.6691 1.0003 1.3728 0.362
```

Orbital gap = 0.3223 Ha
LUMO = 0.54 eV
ΔE to the lowest compared entry with this formula, charge and spin = 0.0 kcal per mole
Total charge = 0
Strongest force on any atom = 0.0104 Eh/bohr
Structure (SMILES) = CC[PH3]CCCCS(=O)(=O)Cl



No. 4
The following is a quantum chemistry calculation of one molecule with the formula C4H5Cl2OP, from OMol25.

Structure (XYZ):
```
13
Properties=species:S:1:pos:R:3:mulliken_charge:R:1
Cl 2.9723 -0.9084 -0.0121 -0.240
Cl -2.5092 -1.0701 -1.1037 -0.187
P -1.7368 -0.0369 0.4528 0.644
O -2.7058 0.4577 1.4504 -0.547
C 0.7014 0.3591 -0.7438 -0.798
C 0.6146 -1.3489 1.1156 -0.709
C 1.1966 -0.7130 0.1736 0.666
C -0.5107 1.1703 -0.2165 -0.613
H 0.8039 -2.1289 1.8757 0.338
H -0.9771 1.8117 -0.9078 0.404
H 0.5829 -0.2392 -1.7529 0.281
H 1.6143 0.8577 -1.0464 0.469
H -0.0465 1.7890 0.7151 0.293
```

Orbital gap (spin up / spin down) = 0.2864 / 0.2860 Ha
LUMO (spin up / spin down) = -1.16 / -1.16 eV
ΔE to the lowest compared entry with this formula, charge and spin = 61.0 kcal per mole
Total charge = 0
Strongest force on any atom = 0.0705 Eh/bohr



No. 5
The following is a quantum chemistry calculation of one molecule with the formula C5H8O3, from OMol25.

Structure (XYZ):
```
16
Properties=species:S:1:pos:R:3:mulliken_charge:R:1
O -0.2893 -1.4897 -0.2327 -0.449
O -1.7578 0.3406 -0.6369 -0.407
O 2.7842 -0.2259 -0.5622 -0.537
C 0.5229 -0.5834 0.5124 -0.091
C -0.9772 1.1934 0.0708 -0.644
C 0.4475 0.7216 -0.2409 -0.012
C 1.7919 0.1443 0.2647 -0.097
C -1.5668 -0.9788 -0.1444 -0.364
H -2.2813 -1.5555 -0.6452 0.327
H 0.2398 -0.6415 1.5393 0.406
H -1.1935 1.1760 1.0861 0.396
H 2.5264 -0.3241 -1.4896 0.324
H -1.9110 -0.9632 0.9400 0.357
H 2.3896 0.4756 1.1598 0.299
H 0.4580 0.5173 -1.3245 0.174
H -1.1833 2.1935 -0.2967 0.318
```

Orbital gap = 0.3648 Ha
LUMO = 0.95 eV
ΔE to the lowest compared entry with this formula, charge and spin = 106.5 kcal per mole
Total charge = 0
Strongest force on any atom = 0.0799 Eh/bohr
Structure (SMILES) = O[C@H]1[C@@H]2COCO[C@@H]12



Question: What is the total charge in the fifth record?
Answer: 0



Question: The lowest total charge belongs to which entry?
Answer: CH2NOS



Question: Look up the ΔE to the lowest compared entry with this formula, charge and spin of the third one.
Answer: 0.0 kcal per mole